ORCA calculation (ωB97M-V/def2-TZVPD) on an isolated molecule of H3N2O2P at a distorted geometry.

Each atom is followed by the atoms it is bonded to, with distances in Å.
CARTESIAN COORDINATES (ANGSTROEM)
1 N -0.49866 0.25400 0.32176  P2 1.870, H6 1.050, H7 1.018
2 P 0.89814 -0.98886 0.36913  N1 1.870, N3 1.705, H8 1.361
3 N 2.16060 0.12247 0.08827  P2 1.705, O4 1.216, O5 1.210
4 O 1.99431 1.31417 0.26523  N3 1.216
5 O 3.13951 -0.44357 -0.34287  N3 1.210
6 H -0.16842 1.17814 -0.05267  N1 1.050
7 H -1.01834 0.45568 1.17376  N1 1.018
8 H 0.92274 -1.24772 -0.96645  P2 1.361

## Properties
- HOMO (eV) = -10.1
- total energy (eV) = -16409.2284
- total charge = 0
- ΔE to the lowest compared entry with this formula, charge and spin (eV) = 3.6466
- orbital gap (eV) = 9.899
- 2S+1 = 1
- SMILES = NP[N+](=O)[O-]
- LUMO level (eV) = -0.224

And the Mulliken charges, in e, turn out to be: -0.6211, 0.1803, 0.8676, -0.5494, -0.5411, 0.3119, 0.2475, 0.1043